[1]
Density functional theory data (ωB97M-V/def2-TZVPD) for a cluster of 2 separate species, C6H13O3Si in total at a distorted geometry.

## Properties
- E_HOMO: -4.53 eV
- Largest force on an atom: 4.2 eV/Å
- HOMO-LUMO gap: 0.2964 Ha

ORCA input file:
```
! RIJCOSX wB97M-V def2-TZVPD def2/J DEFGRID3
* xyz -1 1
C -2.743 1.424 -0.529
C -2.414 -2.374 -0.036
C 2.268 1.797 0.974
C 3.636 -0.232 -0.443
C -2.706 -0.896 0.586
C -2.086 0.156 -0.308
O -2.823 0.556 -1.495
O -3.173 2.503 -0.244
O 0.673 -0.308 -0.231
Si 1.868 0.645 -0.401
H -2.633 -3.277 0.526
H -2.908 -2.369 -0.949
H -1.276 -2.336 -0.201
H 1.401 2.206 1.499
H 3.006 1.309 1.547
H 2.907 2.645 0.697
H 3.960 -0.363 -1.420
H 4.284 0.347 0.233
H 3.452 -1.295 0.036
H -2.223 -0.911 1.591
H -3.695 -0.664 0.609
H -1.003 -0.048 -0.467
H 2.229 1.485 -1.574
*
```

---

[2]
Density functional theory data (ωB97M-V/def2-TZVPD) for the ion C5H6NS3 with charge -1 at a distorted geometry.

## Properties
- E_HOMO (alpha / beta): -3.46 / -3.68 eV
- Largest force on an atom: 4.0 eV/Å
- HOMO-LUMO gap (alpha / beta): 0.2153 / 0.2258 Ha

ORCA input file:
```
! RIJCOSX wB97M-V def2-TZVPD def2/J DEFGRID3
* xyz -1 1
C -2.233 -0.162 0.889
C -1.151 0.648 0.372
C -1.195 -2.619 0.301
C 2.089 0.453 -0.136
C 0.861 0.859 -0.825
N -0.320 0.172 -0.456
S -1.151 2.158 1.068
S -0.681 -3.904 -0.543
S -2.604 -1.688 0.275
H -2.958 0.386 1.459
H 2.368 -0.679 0.007
H 2.880 0.796 -0.758
H 2.120 0.843 0.894
H 0.868 1.964 -0.717
H 1.108 0.774 -1.829
*
```